Record 1
83
Properties=species:S:1:pos:R:3:lowdin_spin:R:1 method="wB97M-V/def2-TZVPD" s2=1.1815 total_charge=+2 homo_energy_ev="-14.94 / -14.82" largest_force_ev_per_a=0.62 spin_multiplicity=2 homo_lumo_gap_ev="6.91 / 6.88"
Ru 0.39200 0.97279 -0.84469 1.32
As 3.11295 5.48382 -0.51455 0.00
P 0.82221 -1.61418 -0.11690 -0.03
P -2.08746 0.28454 -0.13952 -0.04
Si -0.95320 2.88758 1.27815 0.00
Si 3.56830 -0.04269 -0.95109 0.01
F 0.96535 2.33804 -1.97906 0.15
F 3.47317 5.18646 1.12426 0.00
F 4.45293 6.30949 -1.04009 0.00
F 3.56982 3.84954 -0.79641 0.00
F 2.16788 5.35879 -1.92543 0.00
F 2.06834 6.71810 0.00441 0.00
N 1.75772 -0.31000 -0.56162 0.13
N -1.27780 1.74478 -0.12118 -0.12
C 0.73116 -2.19875 3.87663 0.00
C 0.40677 -1.78572 2.59498 -0.01
C -3.17792 -0.03845 1.21920 0.00
C 0.88602 -4.82407 -3.32175 0.00
C -4.90223 -0.75322 -2.84166 0.00
C -4.13226 0.92751 1.54339 0.00
C 0.50926 3.90702 0.73807 0.00
C 1.82248 -3.03053 4.07979 0.00
C -3.12733 -1.24683 1.91063 0.00
C 0.84399 -3.47888 -3.67514 0.00
C -2.44101 3.96188 1.54914 0.00
C 2.27487 -3.05197 1.72153 0.00
C -2.97371 0.07519 -1.66545 -0.01
C 4.22965 0.80642 0.55559 0.01
C -3.17255 0.43050 -4.03519 0.00
C -2.46295 0.58919 -2.86034 0.00
C 4.26259 -1.74557 -1.22116 0.00
C 1.17062 -2.21871 1.51207 0.00
C 3.64057 0.95630 -2.50600 0.00
C 0.85728 -4.23993 -0.99231 0.00
C 0.82910 -2.88806 -1.34378 -0.01
C -0.56272 -0.56118 -0.16809 -0.37
C -4.94272 -0.50326 3.29410 0.00
C 0.81638 -2.50980 -2.69179 0.00
C -4.19884 -0.59575 -1.65807 0.00
C 0.88631 -5.20401 -1.98716 0.00
C 2.59622 -3.45447 3.00511 0.00
C -4.01401 -1.47613 2.95147 0.00
C -4.39152 -0.24098 -4.02486 -0.01
C -0.50147 1.82655 2.74212 0.00
C -5.00885 0.69275 2.58822 0.00
H -4.60524 -0.99573 -0.73863 0.00
H -0.42916 -1.11435 2.44906 0.00
H -4.94730 -0.35693 -4.94543 0.00
H 0.30916 4.41629 -0.20733 0.00
H -2.42077 -2.01721 1.62663 0.00
H 0.90993 -6.25116 -1.71992 0.00
H -1.34377 1.23725 3.11057 0.00
H 1.41835 3.30302 0.65478 0.00
H 3.73490 -2.30083 -1.99787 0.00
H 0.91546 -5.58015 -4.09462 0.00
H -3.98587 -2.41366 3.48914 0.00
H 4.32193 -2.35570 -0.32169 0.00
H -2.12585 4.87396 2.06003 0.00
H -5.85184 -1.26978 -2.83641 0.00
H 0.32475 1.14960 2.50588 0.00
H 2.07636 -3.34951 5.08157 0.00
H -2.89890 4.26317 0.60522 0.00
H 5.28907 -1.60025 -1.56950 0.00
H -0.16767 2.46615 3.56249 0.00
H 3.35064 1.99472 -2.36416 0.00
H 0.68290 4.65622 1.51579 0.00
H 0.79027 -1.46240 -2.97373 0.00
H 3.44609 -4.10183 3.16934 0.00
H 3.01321 0.52826 -3.29075 0.00
H -3.19751 3.48510 2.17122 0.00
H 0.84364 -4.54194 0.04609 0.00
H -5.63152 -0.68262 4.10855 0.00
H 0.83720 -3.19155 -4.71731 0.00
H -5.75043 1.43587 2.84680 0.00
H 4.06329 0.21670 1.45906 0.00
H 0.13789 -1.86577 4.71702 0.00
H 2.87191 -3.39775 0.88810 0.00
H 5.30573 0.96161 0.45493 0.00
H 3.77282 1.78812 0.68960 0.00
H -1.52863 1.14375 -2.88652 0.00
H 4.66849 0.94471 -2.87583 0.00
H -2.78417 0.84062 -4.95705 0.00
H -4.20077 1.84991 0.97930 0.00

***

Record 2
55
Properties=species:S:1:pos:R:3:mulliken_charge:R:1 method="wB97M-V/def2-TZVPD" e_above_lowest_kj_mol=0.0 total_charge=+1 homo_energy_ev="-8.74 / -9.59" largest_force_ev_per_a=4.41 homo_lumo_gap_ev="5.22 / 6.07"
P 0.78942 -2.13894 -1.69896 1.16
P 2.31794 1.02377 0.72803 1.40
Al 0.89162 -0.43635 -0.17986 -1.01
O -0.12798 -1.59785 0.92891 -0.51
O -0.39591 0.53570 3.39156 -0.52
N -0.63204 0.52858 -0.60374 0.81
C 0.17194 -1.38452 2.20044 0.41
C 0.11127 2.69339 0.38129 0.65
C -2.17809 1.85477 0.71906 1.62
C -4.13327 -0.43849 -1.36355 -0.80
C 2.48328 1.60430 2.41800 -1.31
C -4.00369 -1.11151 -2.55514 -0.86
C -0.22619 -1.28636 -2.99364 -1.35
C -1.58022 4.04381 1.56850 -0.86
C -3.01553 0.06098 -0.68658 1.14
C -2.71769 -1.32940 -3.08453 -0.89
C 1.57800 2.51132 -0.06278 -1.17
C -0.88287 1.69227 0.14508 -0.20
C -1.57431 -0.88103 -2.44465 0.64
C -0.77548 -0.50881 2.86982 0.03
C 2.38485 -2.77494 -2.25383 -1.14
C 1.53236 -1.63542 2.79552 -0.95
C 3.99309 0.83035 0.10015 -1.22
C -3.05291 0.76941 0.54900 -2.24
C -2.52039 3.03697 1.40739 -0.98
C -0.25136 -3.58871 -1.33523 -1.29
C -1.71074 -0.09182 -1.26053 0.45
C -0.26424 3.83859 1.08486 -0.76
H 4.52655 1.77905 0.27860 0.43
H 1.71266 2.42052 -1.15488 0.43
H 4.47396 0.00003 0.64955 0.35
H 2.22377 3.31386 0.34149 0.53
H 3.18067 2.45271 2.36767 0.56
H 3.93823 0.59711 -0.97690 0.38
H 0.50431 4.60178 1.27326 0.34
H 2.88671 0.80134 3.04192 0.43
H 1.67726 -1.28866 3.83838 0.36
H -3.53215 3.12954 1.81593 0.43
H 3.05177 -1.91329 -2.42693 0.35
H -3.97027 0.80347 1.08472 0.53
H 0.41504 -0.50398 -3.42058 0.40
H -1.80237 4.94566 2.13439 0.39
H 2.33187 -1.14643 2.20663 0.10
H -0.32230 -2.05312 -3.77967 0.54
H 0.19259 -4.13019 -0.48657 0.39
H 1.49966 1.90270 2.80731 0.33
H -5.12055 -0.26532 -0.87039 0.39
H -2.62044 -1.90385 -4.00036 0.39
H -0.25694 -4.24040 -2.22458 0.46
H 1.73691 -2.71624 2.81414 0.38
H -1.29195 -3.29067 -1.11341 0.34
H -1.85164 -0.85432 2.76780 0.32
H -4.87634 -1.50976 -3.05207 0.42
H 2.28031 -3.31105 -3.21249 0.44
H 2.80179 -3.44052 -1.46755 0.37

***

Record 3
86
Properties=species:S:1:pos:R:3:mulliken_charge:R:1 method="wB97M-V/def2-TZVPD" e_above_lowest_kj_mol=0.0 homo_energy_ev=-8.95 largest_force_ev_per_a=2.49 smiles="NC(N)=O.NC(N)=O.NC(N)=O.NC(N)=O.NC(N)=O.NC(N)=O.NC(N)=O.CCO.CCO.CO.CO" homo_lumo_gap_ev=8.71
O 1.38765 5.00472 3.00895 -0.76
O -0.75431 0.77468 -0.77423 0.30
O -5.63239 -0.33072 -1.21725 -0.71
O -2.05984 2.19279 2.63238 -0.77
O -0.69183 -5.58768 -3.35419 -0.55
O 2.63633 1.76318 -0.78147 -0.65
O -1.92106 -2.05565 5.24627 -0.70
O 4.13895 -3.19156 1.58634 -0.59
O 0.57118 1.53921 -4.50104 -0.67
O 0.82342 3.60964 -1.41037 -0.31
O 1.91371 0.54541 4.22902 -0.67
N -2.72312 2.77234 0.51794 -0.30
N -1.62539 0.14584 4.81006 -0.28
N -0.21865 -0.07116 -5.88828 -0.40
N -1.90666 4.33518 1.94205 -0.32
N 3.28417 -0.96531 3.16122 -0.26
N -3.52073 -1.15569 -0.95127 -0.09
N -3.03355 -1.13035 3.50547 -0.31
N -0.38944 -0.33094 -3.62786 -0.19
N 1.05176 3.31133 1.53755 0.33
N 2.70056 4.86990 1.17037 -0.34
N 3.72223 -0.19874 -0.43146 -0.32
N 2.60842 0.19518 -2.39780 -0.25
N -3.82278 0.95437 -1.66206 -0.32
N 1.11551 -1.49474 3.62136 -0.19
C 0.02513 0.44182 -4.66356 0.57
C 2.08374 -0.54312 3.69355 0.66
C 3.00089 0.64297 -1.16716 0.43
C -4.40965 -0.19816 -1.25154 0.60
C -0.29480 0.09977 0.41151 0.58
C -1.62451 -5.54921 -2.24891 -0.34
C 3.28311 -3.85041 0.65388 -0.52
C -1.15403 -4.44834 -1.31643 -0.67
C -2.23350 3.04728 1.74934 0.39
C -0.46144 -1.39737 0.28899 -1.17
C 0.99624 4.20428 -2.71004 -0.82
C -2.16553 -1.06303 4.54834 0.44
C 1.70953 4.40329 1.96973 0.61
H 0.14888 -1.90156 1.02785 0.29
H -1.93722 -3.93523 -0.75872 0.21
H 0.76343 0.37410 0.50142 -0.02
H 0.90517 5.28816 -2.71037 0.28
H -0.58949 -3.68776 -1.85961 0.19
H 3.98013 -1.13271 -0.67028 0.12
H -0.77720 0.54354 1.28630 0.20
H 3.28617 -1.80005 2.58796 0.10
H 2.56396 -4.51230 1.13814 0.26
H -0.00756 0.46456 -6.70905 0.26
H 3.08597 5.74693 1.46488 0.22
H -1.53169 4.58229 2.84430 0.27
H 2.79855 -0.74298 -2.69289 0.13
H -0.78027 1.73450 -0.65964 -0.08
H -0.63811 -0.97369 -6.00624 0.13
H 1.26756 -2.37087 3.16845 0.10
H -2.89038 3.47458 -0.17543 0.19
H -2.83113 1.01081 -1.82628 0.20
H -1.01094 -6.20690 -4.01600 0.30
H -2.14746 5.05709 1.29168 0.14
H -3.27395 -0.30780 2.98022 0.20
H 1.37463 2.89270 0.68680 -0.14
H 3.84463 0.15965 0.50799 0.21
H -2.59702 -5.34568 -2.69625 0.32
H 2.89738 4.40159 0.30526 0.23
H 4.12176 -0.55430 3.52974 0.22
H -0.26359 -0.05191 -2.66747 0.00
H -1.00168 0.19147 5.59704 0.24
H -1.58019 -6.52314 -1.76148 0.27
H -3.82792 -1.99045 -0.48524 0.16
H -0.17665 -1.62214 -0.74255 0.04
H -1.54618 0.87710 4.11720 0.33
H 4.95575 -2.94037 1.15091 0.29
H -0.69707 -1.25648 -3.86542 0.17
H 1.53283 2.95220 -1.37770 0.31
H -1.51304 -1.63732 0.43373 0.21
H -3.13634 1.85780 0.43717 0.16
H 1.99528 3.91135 -3.04519 0.33
H 2.23278 0.87844 -3.04113 0.10
H 3.83894 -4.48554 -0.03609 0.42
H 0.31891 3.07804 2.18575 -0.07
H -4.42233 1.72858 -1.87927 0.19
H -3.40882 -2.04290 3.33027 0.18
H 0.30825 3.70776 -3.39437 0.23
H 2.68835 -3.09232 0.14301 0.06
H -0.44299 -4.77687 -0.55513 0.27
H -2.53224 -1.04682 -1.09059 0.00
H 0.24283 -1.26614 4.07689 0.13

***

Record 4
88
Properties=species:S:1:pos:R:3:lowdin_spin:R:1 method="wB97M-V/def2-TZVPD" e_above_lowest_kj_mol=0.0 s2=0.7505 total_charge=-1 homo_energy_ev="1.13 / -5.49" largest_force_ev_per_a=2.36 spin_multiplicity=2 homo_lumo_gap_ev="1.56 / 8.15"
N 0.05671 -0.30883 -0.28380 0.01
N 3.19112 5.03374 3.20081 0.00
N -6.07790 0.16310 -1.79205 0.00
N 3.13435 -5.94560 -1.47391 0.00
C 0.00323 0.94892 0.55626 0.05
C 3.04203 6.45921 3.32993 0.01
C -7.43029 0.50172 -2.29515 0.00
C 4.98125 -4.76355 -2.81929 0.02
C 0.01452 2.13760 -0.34074 0.09
C 2.02486 -5.29998 -2.12081 0.01
C 4.88802 -5.68416 0.40366 0.02
C -5.29873 1.44860 -1.58275 0.03
C 2.34344 4.43614 2.19076 0.03
C 0.71048 -5.17908 -1.21794 0.01
C -0.94164 -0.36367 -1.42517 0.01
C 4.05253 4.92012 5.60240 0.01
C 0.07934 -1.54033 0.48102 0.01
C 1.63216 6.94314 3.80728 0.04
C -4.72474 2.05213 -2.89066 0.04
C 2.31874 5.34796 0.89284 0.05
C -8.10827 -0.72817 -2.95919 0.01
C -0.94870 -1.73025 -2.11371 0.02
C -6.08875 -0.75402 -0.65068 0.01
C 4.32140 -6.08940 -2.36297 0.00
C 3.15306 4.35875 4.47940 0.03
C 3.47527 -5.33663 -0.16760 0.01
C 1.39365 -1.75086 1.24741 0.05
C -4.69875 -0.94212 -0.02539 0.03
H -0.93627 2.27651 -0.85534 0.02
H 0.83469 6.20784 3.91434 0.01
H 2.26141 -1.79065 0.58899 0.01
H 1.68507 6.22114 1.04811 0.01
H -8.00625 0.84394 -1.43536 0.00
H 3.36992 3.30297 4.31689 0.02
H 3.99855 -6.72269 -3.18929 0.00
H 1.36892 -2.73664 1.71185 0.01
H -1.40118 -1.55740 -3.09018 0.01
H -4.32761 3.05320 -2.72255 0.02
H 4.39573 4.16738 6.31212 0.00
H 3.25624 6.97876 2.39597 0.00
H 5.04908 5.27143 5.33485 0.00
H -4.47907 -1.88182 0.48136 0.01
H 4.95725 -5.56306 1.48469 0.01
H -3.93156 -0.83997 -0.79292 0.00
H 0.12515 -2.46818 -0.08915 0.00
H -7.33593 -1.31713 -3.45387 0.00
H -8.62132 -0.45179 -3.88033 0.00
H 5.56890 -5.01459 -0.12185 0.00
H 0.83486 2.10324 -1.05765 0.01
H 3.60987 5.77775 6.10897 0.00
H -7.51535 1.36790 -2.95134 0.00
H 0.88069 0.95258 1.20290 0.01
H 3.27947 5.79291 0.63376 0.00
H -6.48165 -1.71606 -0.97963 0.00
H 1.63231 -1.09217 2.08244 0.02
H 0.00497 -2.16301 -2.41592 0.00
H -5.91270 2.21246 -1.10564 0.01
H -0.78723 -1.48069 1.13951 0.01
H -4.42866 1.39010 -0.92881 0.01
H -4.01848 1.47653 -3.48897 0.01
H 2.77944 3.47822 1.90718 0.01
H 0.77643 -4.48382 -0.38107 0.00
H 2.11711 4.33352 4.81743 0.01
H -0.14055 -4.75120 -1.74782 0.00
H 3.65681 6.96442 4.07485 0.00
H 3.40138 -4.25039 -0.21977 0.00
H 5.90295 -4.95362 -3.36922 0.00
H 1.94140 4.81151 0.02225 0.01
H -8.67806 -1.33069 -2.25180 0.00
H -0.02902 3.11594 0.13786 0.02
H 5.19747 -6.71939 0.25992 0.00
H -1.55711 -2.47319 -1.59798 0.00
H 2.75625 -5.72049 0.55611 0.00
H 0.30332 -6.12656 -0.86497 0.00
H 4.24170 -4.22193 -3.40906 0.00
H -0.95744 0.87344 1.06568 0.02
H 1.56940 7.43553 4.77769 0.01
H -6.64470 -0.42266 0.22637 0.00
H 5.17284 -6.58822 -1.89999 0.00
H -1.96808 -0.16658 -1.11587 0.00
H 1.71781 -5.80839 -3.03479 0.00
H 1.29957 4.32130 2.48275 0.02
H 5.11750 -4.10808 -1.95912 0.00
H -0.76235 0.40438 -2.17753 0.01
H 1.29973 7.77724 3.18933 0.01
H 2.30179 -4.29869 -2.45069 0.00
H -4.63677 -0.06961 0.62497 0.01
H -5.60706 2.04272 -3.53059 0.00

***

Record 5
15
Properties=species:S:1:pos:R:3:nbo_charge:R:1 method="wB97M-V/def2-TZVPD" e_above_lowest_kj_mol=19.8 total_charge=-2 homo_energy_ev=-1.02 largest_force_ev_per_a=2.62 homo_lumo_gap_ev=7.33
P 0.96059 -0.91155 -1.88266 2.26
F 1.14515 2.97011 1.13628 -0.50
F -0.84506 3.60380 1.84650 -0.50
F 0.55043 2.60172 3.19372 -0.47
O 1.50890 -1.56996 -0.46193 -0.86
O 0.04356 -1.79277 -2.62853 -1.17
O -0.54653 -0.66473 0.54607 -0.53
O 2.01601 -0.16398 -2.63533 -1.17
C -0.00601 2.39439 1.89354 0.48
C 0.62404 -0.37853 -0.17065 -0.01
C -1.48477 -1.40491 -0.14127 -0.27
H -2.06701 -2.02748 0.64876 0.16
H -1.12370 -2.30004 -0.66263 0.19
H -1.92763 -0.81220 -0.97897 0.18
H 1.15203 0.45613 0.29710 0.22

***

Record 6
26
Properties=species:S:1:pos:R:3:nbo_charge:R:1 method="wB97M-V/def2-TZVPD" e_above_lowest_kj_mol=465.9 homo_energy_ev=-6.42 largest_force_ev_per_a=5.47 homo_lumo_gap_ev=7.50
C 0.38623 -0.48366 -0.72724 -0.08
C 2.01937 0.94729 -0.54804 -0.45
C -0.45591 0.55561 1.46010 -0.67
C -2.09352 -0.75528 -0.61365 -0.45
C 0.87952 -1.77917 -0.16387 -0.66
C -0.38186 0.44323 -0.02939 -0.09
C -3.19993 0.26600 -0.68844 -0.64
C 2.84156 0.79440 0.70445 -0.65
H 1.68010 1.96600 -0.73083 0.18
H 2.51373 0.57514 -1.44453 0.19
H -0.63644 1.35023 -0.56772 0.21
H 0.97405 -1.76726 0.91908 0.21
H 3.79782 1.33207 0.64244 0.21
H -3.29428 0.83300 0.24167 0.20
H 2.32437 1.18867 1.58240 0.20
H 0.20918 -2.59103 -0.45045 0.22
H -0.21907 1.57624 1.76583 0.22
H -1.96059 -1.31463 -1.53830 0.18
H -1.46267 0.34439 1.82414 0.23
H 3.08931 -0.25195 0.89912 0.20
H 0.20351 -0.12257 1.99551 0.22
H -2.16724 -1.43486 0.23345 0.18
H 0.28893 -0.46401 -1.80759 0.21
H -4.18036 -0.18723 -0.88704 0.20
H -3.02077 0.98323 -1.49491 0.20
H 1.86496 -2.00386 -0.57618 0.23

***

What calculated total energy values result from the calculations? In sequence: -149791.1811; -54006.6606; -57649.9692; -31816.5646; -28806.5155; -8583.4464 eV.